Record 1
Here is a structure of composition C4H2Br2N2O4S at a distorted geometry from the OMol25 dataset. Energies are from ωB97M-V with the def2-TZVPD basis set.

CARTESIAN COORDINATES (ANGSTROEM)
O (-3.06964, 0.99918, -0.98098)
Br (-1.32332, 0.56888, 0.94634)
C (1.24890, -0.61174, 1.77754)
H (0.77834, -1.02112, 2.57307)
N (-2.40076, 0.15397, -1.53946)
C (-1.36767, -0.35308, -0.75602)
N (1.47773, 1.54975, 0.48072)
O (2.71066, 1.56550, 0.63037)
O (0.88280, 2.23055, -0.31572)
C (0.88532, 0.82568, 1.58506)
H (2.38015, -0.78252, 1.71235)
O (-2.64000, -0.30890, -2.59256)
C (-0.27270, -1.12640, -0.97597)
S (0.79651, -1.75091, 0.12272)
Br (-0.08632, -1.93885, -2.66746)

## Properties
Total energy   -166259.3543 eV
LUMO   -1.6 eV
Relative energy (zero: lowest compared OMol25 entry of this formula, charge and spin)   373.7 kJ/mol

How positive or negative is each atom? The Löwdin charges in e answer that:
1 O -0.0074
2 Br 1.1936
3 C -0.3198
4 H 0.0173
5 N -0.4779
6 C -0.5573
7 N -0.5017
8 O 0.0432
9 O 0.0474
10 C -0.2066
11 H 0.1100
12 O 0.0886
13 C -1.1296
14 S 0.8694
15 Br 0.8308

Record 2
Here is a cluster of 2 separate species, C3H6NO2 in total at a distorted geometry from the OMol25 dataset. Energies are from ωB97M-V with the def2-TZVPD basis set.

CARTESIAN COORDINATES (ANGSTROEM)
H (0.31354, -0.42783, -0.28778)
C (-0.45133, 1.43508, -0.11469)
H (1.80773, -2.33202, -0.47095)
H (-2.37662, 0.73614, -0.35367)
H (0.27650, 2.17190, 0.20245)
C (-1.77177, 1.47100, 0.13740)
H (1.02521, 0.85993, -1.23306)
O (1.99179, -2.48644, 1.47537)
C (1.30573, -2.21870, 0.52697)
N (0.13266, 0.39844, -0.87454)
H (-2.31315, 2.32802, 0.60815)
O (0.05972, -1.93552, 0.38436)

## Properties
Total energy   -8793.6230 eV
LUMO   4.1 eV
Net charge   -1
Relative energy (zero: lowest compared OMol25 entry of this formula, charge and spin)   153.8 kJ/mol

How positive or negative is each atom? The Löwdin charges in e answer that:
1 H -0.0026
2 C -0.3239
3 H 0.0908
4 H 0.0326
5 H 0.0773
6 C -0.0456
7 H 0.0851
8 O -0.0690
9 C -0.6948
10 N -0.0094
11 H 0.0372
12 O -0.1778

Record 3
Here is a structure of composition C6H7O3SSi at a distorted geometry from the OMol25 dataset. Energies are from ωB97M-V with the def2-TZVPD basis set.

CARTESIAN COORDINATES (ANGSTROEM)
H (0.67685, -1.31496, -2.80507)
C (-0.44329, 0.01738, 0.60793)
C (0.57903, 0.65188, -0.11481)
C (-0.73003, -1.51305, -1.16340)
C (0.25424, -0.89292, -1.89101)
H (1.71200, 1.18297, 2.69470)
H (-1.42287, -2.29739, -1.49766)
H (1.72976, 0.59394, -2.14753)
C (0.95267, 0.17499, -1.39344)
H (-1.74464, -1.79802, 0.77001)
Si (-0.91052, 0.81352, 2.34325)
S (1.20152, 2.47741, 3.06124)
O (2.03700, 3.50751, 2.39193)
C (-1.04227, -1.14616, 0.12449)
O (-0.50060, 0.13392, 3.68759)
H (-2.26855, 1.25915, 2.17411)
H (1.02904, 1.59844, 0.29172)
O (-0.16584, 2.38173, 2.18247)

## Properties
Total energy   -31192.9484 eV
LUMO   3.4 eV
Net charge   -1
Relative energy (zero: lowest compared OMol25 entry of this formula, charge and spin)   0.0 kJ/mol

How positive or negative is each atom? The Löwdin charges in e answer that:
1 H 0.0919
2 C -0.2401
3 C -0.1023
4 C -0.1442
5 C -0.1591
6 H -0.0011
7 H 0.0953
8 H 0.1230
9 C -0.1115
10 H 0.1308
11 Si 0.1884
12 S 0.8005
13 O -0.5898
14 C -0.1259
15 O -0.4563
16 H -0.0266
17 H 0.0955
18 O -0.5684

Record 4
Here is a structure of composition C20H26InN11O9S2 at a distorted geometry from the OMol25 dataset. Energies are from ωB97M-V with the def2-TZVPD basis set.

CARTESIAN COORDINATES (ANGSTROEM)
O (0.55687, 0.80462, -2.94561)
C (-1.99301, 2.57242, -3.68490)
S (3.08655, -3.13962, -2.99074)
C (-0.98433, 0.80501, -2.20775)
H (-3.08444, 4.09795, 2.40860)
C (2.35897, -2.20958, -1.71125)
C (2.44178, -1.38007, 4.10581)
H (-1.94919, -3.88805, -3.61868)
C (-1.20666, 2.40284, 2.91167)
C (-1.23763, -3.26435, -4.14594)
H (-2.60062, 0.67375, 1.08600)
H (0.62235, 1.84961, 2.97820)
H (1.30991, -1.05159, -6.01911)
H (0.78077, 4.06170, 2.53429)
H (-0.07617, -2.66433, -7.27913)
H (-2.69337, -4.64978, -5.77684)
C (-0.71820, 2.21515, -1.63102)
In (0.18246, -0.13704, 0.70667)
S (1.42647, -0.41062, -3.25298)
H (-4.43161, 2.94991, 2.46245)
C (3.51602, -4.35641, -1.85760)
O (-2.28490, 0.21731, -4.22356)
N (3.12197, -0.98511, 1.83840)
H (-1.95999, -4.17324, -7.21803)
H (-2.14141, 5.06038, 4.54864)
C (-1.82502, 1.02907, -3.48330)
H (1.83227, -2.05876, 5.89656)
O (2.49739, 0.01139, -4.11049)
O (-1.27061, -0.12536, -1.42015)
C (-0.47145, -2.35758, -3.44926)
O (0.95503, -0.48134, 6.12278)
N (1.75926, -0.99154, -1.86581)
N (1.30643, 0.28706, 5.22089)
C (-2.81741, 0.76220, 2.16080)
N (-0.26548, 1.59582, 2.55247)
N (2.46418, -2.77515, -0.53143)
H (2.85599, -1.54326, 1.02506)
O (-0.46578, 2.44785, -0.48176)
H (4.01612, -5.26276, -2.15457)
C (-0.18767, -2.57288, -6.20557)
O (-2.82537, 3.11207, -4.34309)
C (-3.41038, 3.10687, 2.11126)
H (-3.87961, 0.55532, 2.29984)
H (-0.58768, -2.25192, -2.37817)
H (3.48815, -2.69723, 2.95945)
H (-3.41160, 3.06062, 1.01515)
H (3.24568, -4.57717, 0.27032)
H (-2.70921, 3.38953, 4.71672)
C (0.44108, -1.55665, -4.12898)
C (3.10723, -3.98564, -0.62407)
N (-2.53286, 2.08818, 2.66769)
H (2.68512, -3.23275, 4.91387)
N (-1.00065, 3.61453, 3.52822)
N (3.07788, -1.77923, 2.97817)
H (-1.26707, 3.91781, 5.58979)
N (1.99548, -0.13115, 4.11628)
C (-1.82621, 4.01917, 4.65425)
C (0.58455, -1.66892, -5.50622)
H (4.04469, -0.58860, 1.71038)
H (-2.23968, 0.02111, 2.70778)
H (0.98992, 3.72798, 4.26975)
C (-0.98122, 3.25725, -2.73486)
H (0.25395, 5.24780, 3.72937)
C (-1.11378, -3.37910, -5.53569)
C (0.33435, 4.18035, 3.52083)
O (1.02779, 1.47433, 5.23053)
N (2.38957, -2.29036, 5.09155)
O (-0.44397, 4.30853, -2.89693)
N (-1.86205, -4.30836, -6.22698)

## Properties
Total energy   -82818.3980 eV
LUMO   -2.0 eV
Relative energy (zero: lowest compared OMol25 entry of this formula, charge and spin)   447.0 kJ/mol

How positive or negative is each atom? The Löwdin charges in e answer that:
1 O -0.2286
2 C -0.1957
3 S 1.0644
4 C -0.4778
5 H 0.0788
6 C -0.7098
7 C -0.4000
8 H 0.1163
9 C -0.4509
10 C -0.0108
11 H 0.0612
12 H 0.0222
13 H 0.1184
14 H 0.0949
15 H 0.1130
16 H 0.0927
17 C -0.2298
18 In 0.9640
19 S 0.6530
20 H 0.0908
21 C -0.4141
22 O 0.1988
23 N 0.0087
24 H 0.0927
25 H 0.0874
26 C -0.2021
27 H 0.0791
28 O -0.2696
29 O -0.1461
30 C -0.0628
31 O 0.0056
32 N -0.1705
33 N -0.4225
34 C -0.0897
35 N 0.0400
36 N -0.0025
37 H 0.0012
38 O 0.1068
39 H 0.0590
40 C -0.0187
41 O 0.1997
42 C -0.0528
43 H 0.0924
44 H 0.1132
45 H 0.1406
46 H 0.0899
47 H 0.0970
48 H 0.0857
49 C -0.3326
50 C -0.2647
51 N -0.1626
52 H 0.1101
53 N -0.1621
54 N -0.0260
55 H 0.0930
56 N 0.1549
57 C -0.0569
58 C -0.0506
59 H 0.0952
60 H 0.0731
61 H 0.0758
62 C -0.2048
63 H 0.0902
64 C -0.3083
65 C -0.0576
66 O 0.0257
67 N 0.1817
68 O 0.2053
69 N 0.1085

Record 5
Here is a structure of composition C24H28FeNO3 at a distorted geometry from the OMol25 dataset. Energies are from ωB97M-V with the def2-TZVPD basis set.

CARTESIAN COORDINATES (ANGSTROEM)
H (-3.55644, -1.62185, -1.80381)
H (-0.10465, -0.50494, -1.70591)
H (-0.40924, 0.05863, -0.08045)
C (-0.92823, -1.98146, 2.96755)
H (4.49242, 0.09043, -3.71247)
C (-3.19993, -1.69463, -0.75913)
C (2.26730, -0.78265, 1.36361)
C (1.07910, 0.42332, -3.53086)
N (-1.48327, 1.45151, -2.52233)
H (1.59727, 2.23933, 0.13921)
C (1.94407, 0.04671, 0.26058)
O (-0.24962, 0.55014, 4.34130)
H (-1.45391, 3.42268, 4.21345)
C (3.51550, 0.54305, -3.50125)
H (-0.10501, 2.60437, -1.35366)
H (-2.27628, 2.02103, -2.83402)
C (-1.01824, 1.36522, 3.77611)
C (-0.95877, -0.34969, -1.00288)
C (1.63386, 1.34735, 0.76168)
H (-3.55532, -2.65643, -0.35443)
C (-1.73022, 2.43132, 4.57322)
H (2.66365, -1.79322, 1.26997)
C (-0.24067, 2.30872, -2.42104)
C (2.21731, 2.30567, -2.48084)
O (-1.22390, 1.34840, 2.47664)
H (-1.56352, -2.36911, -2.75605)
H (2.12458, 3.26762, -1.95670)
C (-1.65382, -1.72448, -0.70765)
H (-0.02569, -2.65746, -1.83589)
H (-1.49704, 2.37567, 5.63837)
H (-1.15051, -1.80811, 4.01793)
H (-3.61903, -0.87113, -0.15399)
H (4.34889, 2.26652, -2.47253)
H (2.37295, -1.07123, -4.38038)
C (3.44978, 1.74855, -2.79288)
C (1.04331, 1.64339, -2.84300)
H (0.14361, -0.06770, -3.83265)
O (-2.50709, 1.31652, -0.35115)
C (-0.14886, -3.00095, 1.03989)
C (2.33549, -0.11661, -3.85947)
C (-1.19204, -2.09176, 0.68359)
H (0.67585, -3.56341, 3.01472)
C (-1.78862, -1.53719, 1.89520)
H (-1.45685, -3.70512, -1.55856)
H (2.36396, -0.37513, 3.56521)
H (-2.84377, -1.19075, 1.93862)
C (2.10308, -0.02564, 2.56465)
H (-0.42757, 3.24912, -2.99701)
H (1.70799, 2.19620, 2.82260)
H (2.10783, -0.21364, -0.79067)
Fe (-0.18427, -0.05302, 1.70864)
C (-0.01831, -2.94956, 2.44106)
C (-1.12786, -2.68341, -1.78883)
C (1.75505, 1.31363, 2.18437)
H (0.37734, -3.64591, 0.29883)
C (-1.81443, 0.85184, -1.26987)
H (-2.80722, 2.31921, 4.45334)

## Properties
Total energy   -67359.4217 eV
⟨S²⟩   8.780
LUMO (alpha / beta)   0.7 / -1.2 eV
2S+1   6

How positive or negative is each atom? The Löwdin charges in e answer that:
1 H 0.0934
2 H 0.0998
3 H 0.0636
4 C -0.1228
5 H 0.1060
6 C -0.0295
7 C -0.1411
8 C -0.0590
9 N 0.0439
10 H 0.0856
11 C -0.1552
12 O -0.0175
13 H 0.0823
14 C -0.0889
15 H 0.1195
16 H 0.1259
17 C -0.6262
18 C -0.0587
19 C -0.1537
20 H 0.0995
21 C 0.0008
22 H 0.1063
23 C -0.1219
24 C -0.0728
25 O -0.1381
26 H 0.0951
27 H 0.1233
28 C -0.4634
29 H 0.0871
30 H 0.0809
31 H 0.1081
32 H 0.0780
33 H 0.1060
34 H 0.1017
35 C -0.0792
36 C -0.2431
37 H 0.1126
38 O 0.0901
39 C -0.0608
40 C -0.0796
41 C -0.2431
42 H 0.1086
43 C -0.1325
44 H 0.0937
45 H 0.1134
46 H 0.1384
47 C -0.1383
48 H 0.1422
49 H 0.1161
50 H 0.1020
51 Fe 0.9029
52 C -0.0855
53 C -0.0470
54 C -0.1514
55 H 0.1204
56 C -0.4201
57 H 0.0822